Density functional theory data (ωB97M-V/def2-TZVPD) for a structure of composition C10H27AsNReS5Si4Te.

Each line ends with the Löwdin charge.
Geometry (Å):
Re -0.9766 4.0881 -0.7445  0.404
S -2.4032 2.2017 1.9767  0.062
As -2.4695 4.4624 1.6347  -0.260
S -3.1755 4.5962 -0.5958  0.187
S -0.2728 4.8613 1.2902  0.164
S -3.4175 5.6054 2.9805  0.237
S 1.7810 5.6185 -3.9592  0.954
C 1.0350 4.9041 -2.8312  -0.860
N 0.4756 4.2741 -1.9366  -0.231
C 1.3814 0.7341 -2.8224  -0.200
Si 0.4995 -0.8035 -2.2465  0.369
C -1.1568 -0.9944 -3.0896  -0.213
C 1.5101 -2.3628 -2.2940  -0.193
Si -0.1442 -0.6283 0.0717  0.352
Te -1.0481 1.7506 0.0616  0.732
Si -1.6656 -2.1798 1.1625  0.419
C -3.2588 -1.8169 0.2592  -0.205
C -0.7476 -3.7095 0.6286  -0.204
C -1.6717 -1.7941 2.9754  -0.197
Si 1.8345 0.0869 1.4317  0.423
C 2.5239 -1.6429 1.4017  -0.203
C 1.1169 0.6654 3.0409  -0.202
C 2.7286 1.3626 0.4187  -0.203
H 1.2884 0.7932 -3.9105  0.052
H 2.4431 0.7208 -2.5771  0.035
H 0.9611 1.6576 -2.4172  -0.019
H -1.0622 -0.9047 -4.1750  0.047
H -1.8743 -0.2378 -2.7624  0.022
H -1.5932 -1.9722 -2.8747  0.037
H 1.5359 -2.7550 -3.3141  0.056
H 1.0898 -3.1413 -1.6567  0.020
H 2.5422 -2.1920 -1.9832  0.038
H -3.2364 -2.2436 -0.7447  0.037
H -3.4252 -0.7421 0.1716  0.012
H -4.1269 -2.2320 0.7777  0.048
H -0.7895 -3.8266 -0.4552  0.033
H -1.1906 -4.6078 1.0686  0.056
H 0.2971 -3.6839 0.9417  0.026
H -1.7832 -0.7267 3.1707  0.012
H -0.7634 -2.1455 3.4669  0.042
H -2.5206 -2.2964 3.4478  0.053
H 1.8915 -2.3149 1.9839  0.032
H 3.5217 -1.6708 1.8518  0.056
H 2.6177 -2.0290 0.3866  0.021
H 0.5238 -0.1210 3.5043  0.021
H 0.4860 1.5455 2.9061  -0.001
H 1.9072 0.9441 3.7444  0.054
H 3.2765 0.8936 -0.3984  0.036
H 3.4541 1.9016 1.0350  0.051
H 2.0506 2.1077 -0.0021  -0.010

orbital gap (alpha / beta): 4.92 / 4.71 eV
energy above the lowest of the compared OMol25 structures with the same formula, charge and spin: 2.817 eV
M: 822.7 g/mol
charge: +2